{
  "formula": "H3N3O2",
  "method": "ωB97M-V with the def2-TZVPD basis set",
  "homo_ev": -10.322,
  "relative_energy_kcal_mol": 9.9,
  "smiles": "[H]/N=N/[H].O=NO",
  "total_energy_ha": -316.39107,
  "lumo_energy_ev": -0.3,
  "species": ["N", "H", "N", "N", "H", "O", "H", "O"],
  "coordinates": [[1.2294, 0.5863, 0.0785], [1.2183, 0.8478, -0.9461], [-2.2816, 1.1431, -0.2379], [0.3883, -0.3362, 0.3178], [-1.2615, -0.4119, -0.5934], [-3.4310, 1.5079, -0.3876], [0.2983, -0.5897, 1.3544], [-2.1101, -0.0593, -0.8694]],
  "atomic_forces_ev_per_a": [[-1.618, -1.829, 0.981], [-0.349, -0.776, 0.899], [-3.124, 0.271, -0.555], [1.132, 1.785, -0.455], [1.204, 0.035, 0.355], [3.048, -0.543, 0.434], [0.961, 0.806, -1.309], [-1.254, 0.252, -0.350]]
}